Molecular formula: C5H6O2
Method: DFT, wB97M-V/def2-TZVPD

Bonds (Å) are listed after each position.
CARTESIAN COORDINATES (ANGSTROEM)
1 C -0.246 -1.656 0.559  C2 1.533, H8 1.094, H9 1.095, H10 1.095
2 C -0.495 -0.280 1.187  C1 1.533, C7 1.469, H11 1.096, H13 1.097
3 O 2.188 0.405 -0.830  C4 1.165
4 C 1.807 1.192 -1.600  O3 1.165, O5 1.167
5 O 1.459 1.980 -2.387  C4 1.167
6 C -1.101 1.586 -0.630  C7 1.205, H12 1.069
7 C -0.824 0.749 0.192  C2 1.469, C6 1.205
8 H 0.642 -1.625 -0.079  C1 1.094
9 H -0.085 -2.407 1.340  C1 1.095
10 H -1.099 -1.969 -0.051  C1 1.095
11 H 0.395 0.040 1.741  C2 1.096
12 H -1.330 2.330 -1.362  C6 1.069
13 H -1.309 -0.345 1.919  C2 1.097

Results
HOMO: -10.127 eV
Structure (SMILES): C#CCC.O=C=O
Electronic energy: -344.57050 hartree
Energy above the lowest of the compared OMol25 structures with the same formula, charge and spin: 19.7 kcal per mole

Here are the Löwdin charges for atoms 1 to 8, given in e:
1. C -0.107
2. C -0.267
3. O 0.190
4. C -0.416
5. O 0.188
6. C 0.099
7. C -0.155
8. H 0.060



Molecular formula: C5H6O2
Method: DFT, wB97M-V/def2-TZVPD

Bonds (Å) are listed after each position.
CARTESIAN COORDINATES (ANGSTROEM)
1 C -1.656 -0.998 -0.060  C2 1.560, H6 1.304, H7 1.260, H8 1.151
2 C -0.162 -0.558 -0.144  C1 1.560, C5 1.418, O12 1.385
3 C 2.022 -0.347 0.105  C4 1.259, H9 1.079, O12 1.378
4 C 1.651 0.850 -0.019  C3 1.259, C5 1.352, H10 1.165
5 C 0.302 0.771 0.030  C2 1.418, C4 1.352, O13 1.469
6 H -2.264 0.135 -0.274  C1 1.304
7 H -1.843 -1.025 1.186  C1 1.260
8 H -2.090 -1.778 -0.787  C1 1.151
9 H 3.027 -0.658 -0.137  C3 1.079
10 H 2.237 1.697 -0.563  C4 1.165
11 H -1.528 1.337 0.542  O13 1.103
12 O 1.001 -1.272 0.097  C2 1.385, C3 1.378
13 O -0.698 1.846 0.023  C5 1.469, H11 1.103

Results
HOMO: -8.230 eV
Structure (SMILES): Cc1occc1O
Electronic energy: -344.44436 hartree
Energy above the lowest of the compared OMol25 structures with the same formula, charge and spin: 98.9 kcal per mole

Here are the Löwdin charges for atoms 1 to 8, given in e:
1. C -0.029
2. C -0.237
3. C -0.158
4. C -0.068
5. C -0.271
6. H 0.129
7. H 0.139
8. H 0.087



Molecular formula: C5H6O2
Method: DFT, wB97M-V/def2-TZVPD

Bonds (Å) are listed after each position.
CARTESIAN COORDINATES (ANGSTROEM)
1 C -1.210 -1.280 0.987  C2 1.496, H8 1.093, H9 1.096, H10 1.097
2 C -0.399 -0.370 0.119  C1 1.496, O3 1.410, C6 1.309
3 O 0.533 -1.069 -0.674  C2 1.410, C4 1.352
4 C 1.753 -0.518 -0.868  O3 1.352, O5 1.199, H12 1.097
5 O 2.181 0.496 -0.391  C4 1.199
6 C -0.516 0.919 -0.072  C2 1.309, C7 1.304
7 C -0.243 2.171 -0.313  C6 1.304, H11 1.087, H13 1.086
8 H -1.862 -0.698 1.644  C1 1.093
9 H -0.572 -1.930 1.595  C1 1.096
10 H -1.839 -1.922 0.358  C1 1.097
11 H 0.659 2.563 0.151  C7 1.087
12 H 2.324 -1.166 -1.545  C4 1.097
13 H -0.808 2.805 -0.990  C7 1.086

Results
HOMO: -9.170 eV
Structure (SMILES): C=C=C(C)OC=O
Electronic energy: -344.52858 hartree
Energy above the lowest of the compared OMol25 structures with the same formula, charge and spin: 46.0 kcal per mole

Here are the Löwdin charges for atoms 1 to 8, given in e:
1. C -0.024
2. C -0.319
3. O 0.028
4. C -0.312
5. O 0.081
6. C -0.032
7. C 0.037
8. H 0.087



Molecular formula: C5H6O2
Method: DFT, wB97M-V/def2-TZVPD

Bonds (Å) are listed after each position.
CARTESIAN COORDINATES (ANGSTROEM)
1 C -1.350 -0.947 -0.012  C2 1.523, H8 1.095, H9 1.091, H10 1.105
2 C -0.519 0.190 0.568  C1 1.523, C6 1.447, C7 1.810, H11 1.100
3 O 1.409 -1.198 0.416  C4 1.166
4 C 2.259 -0.696 -0.203  O3 1.166, O5 1.168
5 O 3.230 -0.398 -0.781  C4 1.168
6 C 0.352 1.051 -0.202  C2 1.447, C7 1.288, H12 1.097
7 C -0.635 1.872 -0.089  C2 1.810, C6 1.288, H13 1.106
8 H -1.247 -1.013 -1.100  C1 1.095
9 H -2.391 -0.737 0.237  C1 1.091
10 H -1.111 -1.942 0.404  C1 1.105
11 H -0.339 0.075 1.647  C2 1.100
12 H 1.370 0.864 -0.564  C6 1.097
13 H -1.027 2.879 -0.322  C7 1.106

Results
HOMO: -9.048 eV
Structure (SMILES): CC1C=C1.O=C=O
Electronic energy: -344.47401 hartree
Energy above the lowest of the compared OMol25 structures with the same formula, charge and spin: 80.3 kcal per mole

Here are the Löwdin charges for atoms 1 to 8, given in e:
1. C -0.097
2. C -0.247
3. O 0.166
4. C -0.436
5. O 0.205
6. C -0.195
7. C 0.109
8. H 0.079



Molecular formula: C5H6O2
Method: DFT, wB97M-V/def2-TZVPD

Bonds (Å) are listed after each position.
CARTESIAN COORDINATES (ANGSTROEM)
1 O 1.544 0.535 1.829  C2 1.209
2 C 0.794 0.149 0.962  O1 1.209, C3 1.530, C6 1.503
3 C 1.396 -0.351 -0.353  C2 1.530, O4 1.423, H8 1.091, H9 1.102
4 O 0.499 -0.904 -1.309  C3 1.423, C5 1.366
5 C -0.741 -0.333 -1.356  O4 1.366, C7 1.333, H10 1.086
6 C -0.701 0.292 1.033  C2 1.503, C7 1.512, H11 1.094, H12 1.104
7 C -1.328 0.303 -0.342  C5 1.333, C6 1.512, H13 1.085
8 H 2.115 -1.125 -0.080  C3 1.091
9 H 1.951 0.485 -0.809  C3 1.102
10 H -1.224 -0.514 -2.312  C5 1.086
11 H -0.892 1.191 1.626  C6 1.094
12 H -1.140 -0.539 1.613  C6 1.104
13 H -2.273 0.812 -0.502  C7 1.085

Results
HOMO: -9.149 eV
Structure (SMILES): O=C1CC=COC1
Electronic energy: -344.56470 hartree
Energy above the lowest of the compared OMol25 structures with the same formula, charge and spin: 23.4 kcal per mole

Here are the Löwdin charges for atoms 1 to 8, given in e:
1. O 0.093
2. C -0.370
3. C -0.092
4. O -0.073
5. C -0.152
6. C -0.101
7. C -0.077
8. H 0.138



Molecular formula: C5H6O2
Method: DFT, wB97M-V/def2-TZVPD

Bonds (Å) are listed after each position.
CARTESIAN COORDINATES (ANGSTROEM)
1 C 1.742 0.006 -0.051  O2 1.377, C3 1.549, H6 1.103, H7 1.093
2 O 1.909 0.868 1.010  C1 1.377, H5 1.010
3 C 0.418 0.295 -0.800  C1 1.549, C4 1.209
4 C -0.131 0.835 -1.731  C3 1.209, H8 1.056
5 H 1.041 0.877 1.526  O2 1.010
6 H 1.638 -1.041 0.281  C1 1.103
7 H 2.584 0.112 -0.739  C1 1.093
8 H -0.702 1.246 -2.518  C4 1.056
9 C -2.015 -0.935 0.299  C10 1.306, H12 1.075, H13 1.075
10 C -1.123 -0.130 0.812  C9 1.306, O11 1.203
11 O -0.620 0.457 1.733  C10 1.203
12 H -1.982 -1.191 -0.744  C9 1.075
13 H -2.759 -1.398 0.922  C9 1.075

Results
HOMO: -9.371 eV
Structure (SMILES): C#CCO.C=C=O
Electronic energy: -344.44518 hartree
Energy above the lowest of the compared OMol25 structures with the same formula, charge and spin: 98.4 kcal per mole

Here are the Löwdin charges for atoms 1 to 8, given in e:
1. C -0.264
2. O -0.068
3. C -0.127
4. C 0.171
5. H 0.078
6. H 0.117
7. H 0.126
8. H 0.046



no.,gap between HOMO and LUMO (eV)
1,10.848
2,8.860
3,10.065
4,9.748
5,9.992
6,9.114